# 1
The molecule C3H6OS2, computed with wB97M-V/def2-TZVPD.

Geometry (Å):
C  -1.1684  0.1764  -0.5163
C  -0.0612  -0.1549  0.5648
C  1.3410  0.1651  0.0831
H  -2.7137  -0.1222  0.7224
H  -0.9923  -0.4569  -1.4087
H  -1.0683  1.2500  -0.7915
H  -0.1669  -1.1549  0.9052
H  -0.2600  0.4621  1.4646
H  3.4149  -0.5357  -0.5451
O  -2.5370  -0.0728  -0.2014
S  2.3038  -1.2286  -0.1778
S  1.9079  1.6723  -0.0993

* E_tot: -989.488318 Eh
* SMILES string: OCCC(=S)S
* maximum force: 1.96 eV/Å

# 2
The molecule C4H7NO, computed with wB97M-V/def2-TZVPD.

Geometry (Å):
C  0.9426  -0.3286  1.3866
N  1.2010  -1.0761  0.1537
C  0.8971  0.3451  0.0748
C  -0.4054  0.8219  -0.5110
C  -2.0586  -0.7689  -0.9389
O  -1.4347  -0.0637  -0.0365
H  -0.0038  -0.4975  1.8961
H  1.8026  -0.1806  2.0322
H  0.3867  -1.6416  -0.0856
H  1.7310  0.9613  -0.2509
H  -0.6539  1.8537  -0.2598
H  -2.0340  -0.1198  -1.8625
H  -0.3705  0.6949  -1.5984

* E_tot: -286.435785 Eh
* maximum force: 1.22 eV/Å

# 3
The ion O4P3 with charge -1, computed with wB97M-V/def2-TZVPD.

Geometry (Å):
O  1.6720  0.1115  -1.4073
O  -2.8161  -0.4151  0.0199
O  1.8940  -0.4140  1.1979
O  -0.2627  -1.0567  0.1104
P  -1.3885  0.0418  0.0358
P  1.2106  0.0000  -0.0248
P  -0.3093  1.7323  0.0681

* E_tot: -1325.107979 Eh
* spin multiplicity: 3
* maximum force: 4.38 eV/Å
* net charge: -1

# 4
A structure of composition C6H3BrClNO10STc, computed with wB97M-V/def2-TZVPD.

Geometry (Å):
Tc  -2.1632  0.0725  0.6852
O  -4.4388  -2.1304  3.1267
Cl  -3.2022  -2.4193  2.3863
O  -2.3320  -3.3384  3.1546
O  -1.4917  0.2072  2.1900
O  -2.0805  -1.3367  -0.1701
O  -4.0151  0.2462  0.9934
S  -4.2210  1.4599  0.0339
O  -4.6529  2.6136  0.7393
O  -2.6998  1.5801  -0.2886
O  -4.9349  1.0554  -1.1239
Br  4.2577  3.2603  -1.4348
C  3.7431  1.4607  -1.2498
C  4.6291  0.4295  -1.5724
N  4.2718  -0.8201  -1.4359
C  3.0949  -1.2003  -1.0124
C  2.1564  -0.2255  -0.6769
C  2.4762  1.1119  -0.7868
C  0.7523  -0.6923  -0.1659
O  0.5961  -1.8787  -0.0439
O  0.0132  0.2966  0.0283
H  5.6263  0.6381  -1.9359
H  2.8660  -2.2531  -0.9273
H  1.7496  1.8630  -0.5129

* E_tot: -4550.484903 Eh
* spin multiplicity: 4
* maximum force: 4.13 eV/Å